C19H23Br45Cl4 | the ωB97M-V functional and the def2-TZVPD basis

The geometry in XYZ format:
```
91
Properties=species:S:1:pos:R:3:forces:R:3
Cl 7.22582 -21.46385 17.96480 -0.2 -0.3 -0.7
C 6.52338 -22.00720 16.38639 -0.3 0.7 0.0
C 6.59292 -23.46253 16.12862 -0.3 -1.1 1.7
Cl 8.23653 -24.01940 15.75498 0.0 -0.2 -0.2
H 6.98635 -21.45299 15.56578 0.0 0.1 0.3
H 5.45072 -21.80888 16.41978 0.1 0.5 0.1
H 5.89598 -23.69420 15.32837 0.2 -0.1 -0.3
H 6.23743 -24.00391 17.05294 0.4 0.4 -1.0
Cl -0.25384 -19.12583 17.49965 -0.1 0.0 0.1
C -1.88413 -19.61501 16.93213 1.2 -0.3 -0.2
C -2.99477 -18.88935 17.55416 -0.5 -0.3 2.0
Cl -3.10031 -17.12707 17.46561 0.4 0.3 -0.2
H -1.99437 -20.68604 17.14049 0.0 0.4 0.0
H -1.86902 -19.47546 15.87700 0.0 0.1 -0.9
H -3.01925 -19.12514 18.63265 -0.1 0.1 -0.5
H -3.87072 -19.29256 17.09756 -0.9 -0.1 -0.2
C -0.69040 -23.13826 18.98683 0.6 -0.8 1.7
Br -1.15611 -25.01124 19.01049 -0.2 0.0 -0.3
Br 0.85149 -22.92786 20.16338 0.1 0.1 -0.4
Br -2.06954 -22.03889 19.65452 -0.7 0.3 0.0
H -0.41181 -22.86557 18.00869 0.2 0.3 -1.1
C 8.69898 -18.14868 9.89675 0.3 1.9 0.3
Br 8.13139 -16.68446 8.71636 -0.1 -0.8 -0.2
Br 7.65456 -17.96080 11.50052 -0.3 -0.5 0.2
Br 10.54486 -17.72055 10.33434 0.0 -0.7 -0.1
H 8.58777 -19.13446 9.46839 0.0 0.1 -0.1
C 4.48001 -20.83053 9.50646 -0.2 -0.1 -0.3
Br 3.77785 -19.11172 9.05855 0.1 0.6 0.5
Br 6.32379 -20.97767 8.98582 0.2 0.0 0.2
Br 3.44382 -22.06225 8.43680 0.0 -0.6 0.4
H 4.40142 -21.04298 10.58468 -0.1 0.1 -0.7
C -2.05339 -23.19385 13.89917 0.3 0.3 0.9
Br -2.38374 -24.75666 15.00106 0.2 0.0 -0.5
Br -0.69635 -22.10190 14.80721 0.0 -0.3 -0.5
Br -3.68770 -22.17728 13.82083 0.1 0.0 -0.5
H -1.65811 -23.44804 12.90284 -0.4 0.1 0.6
C 5.45290 -24.47580 12.26089 -0.3 -0.5 -0.2
Br 4.40892 -25.37882 10.87828 0.3 -0.2 0.4
Br 4.51126 -22.86365 12.73170 0.1 0.0 0.4
Br 7.18780 -24.08300 11.58044 0.3 0.1 0.1
H 5.56900 -25.13625 13.14434 -0.3 0.5 -0.7
C 3.81165 -20.37335 20.58631 1.4 0.8 -1.0
Br 5.32096 -19.08231 20.90873 -0.8 -0.9 -0.1
Br 4.21988 -22.16994 21.05186 0.2 0.0 0.2
Br 3.33357 -20.26420 18.70078 -0.1 -0.1 0.4
H 3.02540 -19.99115 21.18669 -0.7 0.1 0.3
C -2.23187 -17.05641 12.43887 0.3 -0.8 0.6
Br -2.39486 -18.96904 11.87905 0.0 1.1 0.3
Br -0.60629 -16.28515 11.77377 -0.2 0.1 -0.3
Br -2.17382 -16.93956 14.39554 -0.4 -0.1 -0.8
H -3.10131 -16.50074 12.08172 0.3 -0.3 0.0
C 0.58548 -15.66161 18.82779 0.6 1.1 0.8
Br 0.04384 -16.23852 20.61401 -0.1 -0.2 -0.7
Br 2.19370 -16.52606 18.24096 -0.3 -0.5 -0.1
Br 1.08896 -13.75797 19.03125 -0.4 -0.2 -0.3
H -0.24055 -15.73042 18.11623 0.3 -0.2 0.2
C -1.09761 -12.65756 15.02017 -0.4 -1.1 -0.2
Br -2.25514 -12.90511 16.55707 0.4 0.4 0.0
Br -2.16393 -12.93173 13.43214 -0.1 0.3 -0.2
Br 0.29308 -14.01496 15.02378 0.0 0.6 0.2
H -0.67391 -11.66099 14.94543 0.0 -0.2 0.4
C 2.67492 -19.23520 13.98698 0.9 -0.1 0.6
Br 4.48964 -19.18075 13.22203 -0.3 0.2 0.5
Br 2.56430 -20.71828 15.25891 0.1 0.3 -0.1
Br 1.49495 -19.55517 12.55685 -0.7 0.2 -0.3
H 2.48296 -18.31075 14.57211 0.1 -0.6 -0.7
C 4.46820 -14.94666 10.92122 1.1 0.3 -0.5
Br 2.97639 -16.00798 11.36025 -0.4 -0.7 0.4
Br 4.14073 -13.13142 11.44129 0.2 0.2 0.3
Br 4.70059 -14.96256 8.97348 0.2 -0.2 0.4
H 5.41547 -15.30827 11.40326 -1.1 0.3 -0.5
C 6.85991 -16.64818 17.68796 0.5 -0.7 0.2
Br 5.73478 -18.05051 16.98694 -0.3 0.4 -0.3
Br 8.16476 -17.55721 18.78909 0.4 0.2 0.1
Br 5.94761 -15.34405 18.76169 -0.1 0.0 -0.4
H 7.42044 -16.19900 16.86641 -0.4 0.1 0.3
C 4.66407 -13.29026 15.58548 -0.5 0.1 0.4
Br 3.54571 -11.76285 15.13427 0.3 -0.1 0.2
Br 6.40012 -13.12409 14.76479 -0.2 -0.2 0.2
Br 3.70926 -14.90191 15.06174 0.6 0.1 0.1
H 4.76739 -13.31117 16.68645 0.1 0.0 -0.8
C 2.49235 -25.94575 16.45764 0.1 0.4 -0.7
Br 2.58331 -24.04099 16.79412 -0.2 -0.1 0.3
Br 4.23717 -26.49219 15.84030 0.0 -0.3 0.1
Br 1.15708 -26.32699 15.10721 0.1 0.0 0.4
H 2.25350 -26.47574 17.37158 0.0 0.1 -0.1
C -0.23314 -23.53980 9.92001 0.6 -0.1 1.2
Br 0.99249 -23.84293 11.45064 -0.2 -0.1 -0.6
Br -0.35207 -21.65754 9.68107 0.0 0.4 -0.4
Br -1.95225 -24.23657 10.43355 -0.1 -0.3 -0.5
H 0.19561 -24.04111 9.04553 -0.4 0.2 0.3
```
Forces are in eV/Å.

Results
Energy relative to the best compared isomer or geometry (same formula, charge and spin) ... 0.067 eV
Total charge ... 0
Calculated total energy ... -118409.0302 a.u.
HOMO energy ... -9.89 eV
Strongest force on any atom ... 2.1 eV/Å
Gap between HOMO and LUMO ... 9.3 eV

***

C19H23BrF3IrN3O10PS | the ωB97M-V functional and the def2-TZVPD basis

The geometry in XYZ format:
```
62
Properties=species:S:1:pos:R:3:forces:R:3
Ir 0.32998 -1.26312 -0.20517 -0.2 3.8 -1.0
O 2.33780 -1.68121 0.56842 2.1 2.1 0.7
N 3.12069 -0.69086 0.76678 -0.9 -1.7 -1.0
N 2.76384 0.40253 0.14373 -3.7 -3.3 0.5
O 1.52682 0.45104 -0.41258 2.6 1.4 0.2
C 3.61702 1.44596 0.14537 0.9 -1.0 0.7
C 3.25309 2.58540 -0.55164 -0.6 -1.7 0.2
C 4.22954 3.55350 -0.62387 3.0 2.3 0.4
C 5.46873 3.41375 0.00575 -0.6 0.0 -0.2
C 5.73794 2.23051 0.72251 2.1 2.2 -0.2
C 4.84009 1.18960 0.79654 -2.4 0.1 -0.5
H 2.30374 2.63812 -1.07430 0.0 -0.1 0.2
H 4.03685 4.45525 -1.17352 -0.1 0.3 -0.2
H 6.22446 4.19845 -0.03725 -0.3 -0.3 -0.1
H 6.69667 2.12851 1.22103 0.0 0.1 0.0
H 5.00282 0.27978 1.36754 0.0 0.2 -0.3
Br 2.33951 -2.84519 -3.04525 -1.3 0.3 0.9
C 1.05518 -3.73691 -1.84773 0.7 -0.1 -0.2
C 1.19824 -5.11967 -1.98008 -0.8 0.0 0.7
C 0.59634 -5.92765 -1.01760 0.0 -0.4 -0.3
C -0.13499 -5.35778 0.00100 -0.6 1.6 0.6
C -0.20272 -3.96767 0.10140 0.7 0.7 -0.1
N 0.35466 -3.13400 -0.85556 0.8 -4.5 -0.7
C -0.53089 -3.25163 1.47820 0.6 0.1 1.4
O -1.07839 -3.83279 2.39230 0.1 -0.1 -1.3
O 0.03470 -2.04463 1.65293 -1.7 -2.5 0.3
H 1.74826 -5.54601 -2.80703 0.1 0.1 0.2
H 0.71811 -7.01161 -0.99039 0.0 0.3 -0.4
H -0.67052 -5.88909 0.77504 0.3 -0.3 0.0
C -4.72321 1.25056 0.60425 -0.6 0.9 0.0
C -3.87198 0.08667 0.22034 1.0 0.0 0.4
O -2.69574 0.23809 1.10218 0.6 -0.5 0.1
P -1.16144 0.45536 0.74676 -0.8 1.4 0.5
O -0.56681 0.81502 2.19765 -0.2 -0.1 -0.6
C -1.04389 0.15617 3.41830 0.6 -0.7 0.0
C -1.56195 1.22146 4.33454 -1.0 0.6 -0.3
O -1.07801 1.80579 -0.12072 0.2 -0.8 0.5
C -0.91155 3.21818 0.18701 -0.4 -0.9 0.1
C -1.49620 3.98048 -0.97079 -0.1 0.0 -0.7
H -5.59604 1.38192 -0.04519 0.2 -0.1 0.0
H -4.11777 2.16811 0.56651 -0.2 -0.2 -0.2
H -5.09448 1.17978 1.63332 0.1 -0.2 -0.2
H -3.50084 0.05386 -0.80446 -0.5 0.2 0.1
H -4.30091 -0.87422 0.49228 -0.1 0.0 -0.1
H -0.18640 -0.39493 3.84268 -0.3 0.4 -0.3
H -1.78553 -0.61623 3.16149 0.1 0.5 0.1
H -0.82334 1.98420 4.58694 0.2 -0.2 -0.1
H -1.93879 0.77899 5.25689 0.0 0.0 0.0
H -2.39936 1.75173 3.82393 0.4 -0.4 0.4
H 0.17022 3.35905 0.28569 -0.2 0.3 0.1
H -1.42609 3.46000 1.12645 0.3 -0.1 -0.1
H -1.04671 3.66637 -1.92710 0.0 0.1 0.4
H -1.30820 5.03957 -0.80897 -0.1 0.2 -0.1
H -2.57880 3.82220 -1.10929 0.4 0.0 0.4
F -1.17266 -0.60802 -5.22497 -0.2 -0.6 0.4
C -1.54601 -1.38368 -4.20579 -1.2 -0.3 0.1
F -0.98547 -2.59982 -4.31975 0.2 0.9 0.3
F -2.89640 -1.58126 -4.21631 0.9 0.1 -0.7
S -1.36023 -0.47830 -2.59960 1.3 0.1 0.3
O 0.10973 -0.31803 -2.29033 -1.9 0.1 -1.6
O -2.11853 0.71399 -2.86329 0.6 -0.4 0.2
O -1.90416 -1.40562 -1.59724 0.0 0.1 -0.3
```
Forces are in eV/Å.

Results
Energy relative to the best compared isomer or geometry (same formula, charge and spin) ... 0.410 eV
Total charge ... +1
Calculated total energy ... -5371.4234 a.u.
HOMO energy (spin up / spin down) ... -9.17 / -11.74 eV
2S+1 ... 6
Strongest force on any atom ... 5.0 eV/Å
Gap between HOMO and LUMO (spin up / spin down) ... 4.6 / 2.6 eV

***

C19H23BrN2O4S | the ωB97M-V functional and the def2-TZVPD basis

The geometry in XYZ format:
```
50
Properties=species:S:1:pos:R:3:forces:R:3
C -3.74389 -2.56408 0.78049 0.0 -0.1 0.1
H -4.48263 -3.26538 0.37559 0.0 0.0 0.0
O -3.37623 -1.60546 -0.18884 0.1 0.2 0.0
C -2.99646 -2.13460 -1.43039 0.2 -0.2 -0.1
C -1.65061 -2.88335 -1.40663 -0.4 0.1 0.2
N -0.59289 -2.10197 -0.81173 -0.2 0.1 -0.4
C -0.16148 -2.34089 0.43393 0.4 0.3 0.0
O -0.57529 -3.23443 1.14797 0.0 -0.2 0.3
C 1.00156 -1.43768 0.87756 0.0 -0.5 0.0
N 0.74368 -0.02248 0.84712 0.3 0.4 -0.8
S 1.30930 0.82765 -0.44279 0.6 -0.2 0.2
O 0.84021 0.21128 -1.65795 0.3 -0.1 0.0
O 1.08151 2.21866 -0.22596 0.1 0.1 0.3
C 3.08177 0.53374 -0.35898 -0.5 0.0 -0.2
C 3.79285 1.12083 0.67156 0.0 0.0 0.0
C 5.15659 0.91064 0.77053 0.0 0.0 0.0
C 5.78178 0.10836 -0.17333 0.1 -0.1 -0.1
C 5.07515 -0.47895 -1.21135 0.1 0.1 0.1
C 3.71080 -0.25937 -1.30049 -0.1 0.0 -0.1
H 3.12575 -0.68650 -2.09978 0.0 -0.1 -0.1
H 5.58422 -1.09408 -1.93712 0.0 0.0 0.0
Br 7.65002 -0.18769 -0.04198 -0.1 0.0 0.0
H 5.73030 1.36253 1.56483 0.0 0.0 0.0
H 3.27320 1.74841 1.37737 0.0 0.1 0.2
C 0.09371 0.62996 1.95854 -0.4 0.4 0.3
H 0.31551 0.06184 2.86705 0.1 0.0 -0.1
C -1.42498 0.76545 1.76500 0.2 0.1 0.0
C -1.70915 1.79993 0.71362 -0.3 -0.1 0.1
C -1.94796 1.42480 -0.59910 -0.1 0.0 0.1
C -2.12824 2.38019 -1.58257 0.0 0.1 -0.1
C -2.07337 3.72461 -1.26160 0.0 0.0 -0.1
C -1.84823 4.10852 0.04895 0.0 0.1 0.1
C -1.66524 3.15163 1.02932 -0.1 0.0 0.0
H -1.48184 3.45632 2.05081 0.0 0.0 0.1
H -1.80806 5.15734 0.30598 0.0 0.1 0.0
H -2.20598 4.47271 -2.02973 0.0 0.1 -0.1
H -2.30426 2.07461 -2.60388 0.0 0.0 -0.1
H -2.00429 0.37697 -0.84127 0.0 -0.2 0.0
H -1.86364 1.06566 2.71891 0.0 0.0 0.0
H -1.84387 -0.19844 1.47354 -0.1 0.0 0.0
H 0.52845 1.62931 2.04069 -0.1 -0.1 0.2
H 1.28409 -1.74162 1.89165 0.0 0.1 -0.2
H 1.84524 -1.63573 0.20857 0.0 -0.2 0.1
H -0.23516 -1.28963 -1.30775 0.0 -0.2 0.1
H -1.74089 -3.79636 -0.81249 0.0 0.1 -0.2
H -1.37781 -3.14472 -2.43229 0.0 -0.1 0.0
H -3.76824 -2.82009 -1.81395 0.0 0.1 0.0
H -2.92682 -1.27328 -2.10060 0.0 -0.1 0.0
H -4.19003 -2.00437 1.60062 0.0 -0.1 0.0
H -2.87819 -3.12079 1.15231 -0.1 0.0 0.0
```
Forces are in eV/Å.

Results
Total charge ... 0
Calculated total energy ... -4120.4812 a.u.
HOMO energy ... -8.81 eV
Strongest force on any atom ... 1.0 eV/Å
Gap between HOMO and LUMO ... 9.1 eV

***

C19H23ClCoN2O6 | the ωB97M-V functional and the def2-TZVPD basis

The geometry in XYZ format:
```
52
Properties=species:S:1:pos:R:3:forces:R:3
Co -0.22913 0.74004 -0.03063 -0.5 0.4 -0.1
N -1.02317 -1.01943 -0.71997 0.0 0.0 0.1
C -0.04911 -2.12611 -0.64936 0.1 -0.1 0.1
C 1.30548 -1.77608 -1.26168 0.0 0.1 0.0
C 2.19456 -0.88691 -0.39328 0.0 0.0 0.0
N 1.73786 0.51968 -0.33958 0.0 0.0 0.1
H -1.87030 -1.27568 -0.22154 0.0 0.0 0.0
H -1.29837 -0.82800 -1.67888 0.0 0.0 0.0
H -0.45491 -3.02040 -1.12961 0.0 0.0 0.0
H 0.09054 -2.35744 0.40851 0.0 0.0 0.0
H 1.17975 -1.32454 -2.25127 0.0 0.0 0.0
H 1.84081 -2.71470 -1.41782 0.0 0.0 0.0
H 3.21871 -0.91490 -0.77313 0.0 -0.1 0.0
H 2.20989 -1.27666 0.62602 0.0 0.0 0.0
H 1.89247 0.96612 -1.24852 0.0 0.0 -0.1
H 2.28031 1.02088 0.35643 0.0 0.0 0.0
C -4.74913 3.52356 -2.82966 0.0 0.0 0.0
C -3.66516 4.27175 -2.11209 0.1 0.0 0.1
C -3.95559 5.24426 -1.16882 0.0 -0.1 -0.1
C -2.93580 5.91409 -0.50974 0.0 0.0 0.0
Cl -3.33406 7.13004 0.66519 0.0 0.0 0.1
C -1.61345 5.62435 -0.77511 0.0 0.0 0.0
C -1.30465 4.64833 -1.71393 0.1 0.0 0.0
C -2.32094 3.98260 -2.38103 -0.1 -0.1 0.1
O -2.11913 2.99750 -3.29952 -0.1 0.1 -0.3
C -0.80748 2.72256 -3.71504 0.2 -0.1 0.1
C 0.00172 1.92270 -2.69366 0.1 0.0 0.2
O 1.19037 1.68559 -2.90623 -0.1 0.0 -0.1
O -0.67044 1.56264 -1.66132 0.1 -0.2 -0.1
H -5.73026 3.89980 -2.54364 0.0 0.0 0.0
H -4.70549 2.45628 -2.60055 0.0 0.0 0.0
H -4.63984 3.61634 -3.91092 0.0 0.0 0.0
H -4.98680 5.48362 -0.94293 0.0 0.0 0.0
H -0.82676 6.14744 -0.24941 0.0 0.0 0.0
H -0.26410 4.41643 -1.89943 0.0 0.0 0.0
H -0.24869 3.62720 -3.96518 0.0 0.0 0.0
H -0.89630 2.12614 -4.62256 0.0 0.0 0.0
O -3.27705 0.14053 4.58632 -0.1 0.0 0.0
C -3.52211 0.66593 3.38294 0.0 0.0 0.0
C -4.82966 1.06295 3.08358 0.0 0.0 0.0
C -5.12789 1.61294 1.85551 0.0 0.0 0.0
C -4.13257 1.78792 0.89536 0.0 0.0 -0.1
C -2.84518 1.39499 1.19443 0.0 0.0 0.1
C -2.50832 0.82268 2.42219 0.2 0.0 0.0
C -1.10258 0.38806 2.74625 -0.6 0.0 -0.1
O -0.84990 -0.06233 3.86763 0.1 0.1 -0.1
O -0.21694 0.50726 1.82576 0.9 -0.4 0.0
H -2.30328 -0.05929 4.60299 0.0 0.0 0.0
H -5.58736 0.92990 3.84462 0.0 0.0 0.0
H -6.14328 1.92286 1.64317 0.0 0.0 0.0
H -4.35767 2.24154 -0.06128 0.0 0.0 0.0
H -2.08241 1.58777 0.44210 0.0 0.1 0.0
```
Forces are in eV/Å.

Results
Energy relative to the best compared isomer or geometry (same formula, charge and spin) ... 0.000 eV
Total charge ... 0
Calculated total energy ... -3141.8205 a.u.
HOMO energy (spin up / spin down) ... -8.39 / -8.39 eV
2S+1 ... 2
Strongest force on any atom ... 1.0 eV/Å
Gap between HOMO and LUMO (spin up / spin down) ... 8.2 / 8.6 eV